C46H41FIN6O4PReS | ωB97M-V/def2-TZVPD

Geometry as XYZ:
```
102
Properties=species:S:1:pos:R:3
Re 1.935 -0.830 0.420
N 3.872 1.641 3.515
C 3.478 0.748 2.581
S 2.257 1.299 1.448
N 4.002 -0.433 2.602
N 3.546 -1.293 1.598
C 4.309 -2.328 1.431
C 4.110 -3.417 0.530
C 5.100 -4.420 0.509
C 4.974 -5.527 -0.291
C 3.835 -5.656 -1.095
C 2.847 -4.696 -1.093
C 2.969 -3.561 -0.285
O 1.976 -2.684 -0.286
H 3.563 2.594 3.457
H 4.679 1.425 4.075
H 5.185 -2.354 2.073
H 5.968 -4.299 1.144
H 5.740 -6.288 -0.303
H 3.726 -6.525 -1.730
H 1.964 -4.793 -1.708
C 1.963 5.172 -4.374
C 1.551 3.809 -4.901
N 1.244 2.864 -3.812
C 2.211 2.049 -3.391
C 2.085 1.141 -2.365
C 3.309 0.303 -2.083
O 4.239 0.347 -2.852
O 3.294 -0.423 -1.005
C 0.848 1.030 -1.714
O 0.574 0.199 -0.784
C -0.213 1.916 -2.154
C -1.471 1.862 -1.540
C -2.464 2.699 -1.951
F -3.682 2.590 -1.385
C -2.268 3.656 -2.964
C -1.028 3.708 -3.569
C 0.002 2.832 -3.195
N -3.271 4.563 -3.393
C -4.304 4.983 -2.462
C -4.897 6.297 -2.934
N -5.466 6.106 -4.316
C -4.410 5.617 -5.270
C -3.813 4.333 -4.723
H 2.183 5.837 -5.207
H 2.860 5.091 -3.761
H 1.179 5.625 -3.768
H 2.350 3.357 -5.486
H 0.681 3.866 -5.554
H 3.162 2.098 -3.907
H -1.660 1.129 -0.769
H -0.856 4.471 -4.312
H -3.874 5.148 -1.476
H -5.104 4.237 -2.350
H -4.138 7.074 -3.015
H -5.704 6.633 -2.285
H -5.885 6.974 -4.657
H -6.220 5.413 -4.270
H -3.660 6.405 -5.327
H -4.873 5.473 -6.244
H -3.026 4.008 -5.401
H -4.579 3.541 -4.714
I -1.117 -2.267 -0.922
C -2.273 -3.482 0.303
C -3.193 -4.242 -0.369
C -4.114 -5.049 0.320
C -4.091 -5.041 1.678
C -3.145 -4.267 2.395
C -3.206 -4.322 3.805
C -2.326 -3.618 4.561
C -1.339 -2.865 3.914
C -1.217 -2.768 2.545
P 0.362 -1.762 2.261
C -0.083 -0.295 3.248
C 0.371 0.058 4.510
C -0.075 1.233 5.105
C -0.988 2.045 4.455
C -1.464 1.683 3.201
C -1.009 0.526 2.600
C 1.491 -2.929 3.100
C 1.510 -4.207 2.534
C 2.373 -5.176 3.016
C 3.217 -4.885 4.079
C 3.202 -3.619 4.644
C 2.348 -2.640 4.155
C -2.165 -3.466 1.722
H -3.220 -4.213 -1.448
H -4.829 -5.644 -0.229
H -4.796 -5.632 2.248
H -3.970 -4.936 4.263
H -2.357 -3.648 5.641
H -0.629 -2.356 4.553
H 1.058 -0.573 5.055
H 0.288 1.501 6.088
H -1.338 2.952 4.929
H -2.191 2.305 2.695
H -1.374 0.247 1.615
H 0.851 -4.447 1.707
H 2.383 -6.158 2.564
H 3.884 -5.643 4.464
H 3.862 -3.383 5.467
H 2.405 -1.647 4.572
```

Properties
⟨S²⟩	3.776
multiplicity	4
HOMO level (spin up / spin down)	-0.420 / -0.429	Ha
charge	+2
Kohn-Sham gap (spin up / spin down)	6.475 / 6.465	eV
molecular weight	1137.02	g mol⁻¹
E	-98559.7078	eV
LUMO energy (spin up / spin down)	-4.955 / -5.204	eV
max |F|	0.33	eV/Å

Atom charges from the Mulliken analysis, given in e for atoms 1 to 8: 1.12 -0.41 0.69 -0.61 -1.31 1.10 -0.35 0.97